This record from the Open Molecules 2025 dataset describes a 9-piece molecular cluster, C46H94F6N14O2P overall. The level of theory is wB97M-V/def2-TZVPD.

- Strongest force on any atom: 0.0430 hartree/bohr
- Total charge: +7
- Energy: -3664.2372 a.u.
- E_LUMO: -12.8 eV
- HOMO energy: -22.536 eV

```
163
Properties=species:S:1:pos:R:3:forces:R:3
C 2.899 28.521 0.111 -1.34 -1.62 -0.69
C 4.119 27.758 -0.393 0.08 0.82 -0.46
N 4.686 26.840 0.613 -0.36 -0.11 0.19
C 5.075 27.235 1.882 -0.21 -0.47 -0.66
C 5.615 26.134 2.459 -0.28 0.13 0.89
N 5.563 25.089 1.569 -0.95 0.44 0.42
C 4.886 25.535 0.491 1.60 -0.35 -0.23
C 6.143 23.754 1.826 -0.78 0.58 -1.10
H 2.573 29.164 -0.704 0.28 0.70 0.47
H 2.893 28.926 1.118 0.68 0.69 -0.27
H 2.042 27.832 0.165 0.24 -0.20 -0.03
H 4.893 28.447 -0.744 0.27 0.03 0.69
H 3.935 27.222 -1.325 -0.46 -0.44 0.35
H 4.845 28.225 2.233 0.26 0.02 0.14
H 5.807 25.955 3.505 0.54 0.17 -0.13
H 4.774 24.918 -0.385 -0.25 0.33 -0.18
H 6.541 23.445 0.861 0.41 -0.27 0.27
H 5.378 23.031 2.099 0.02 0.08 0.28
H 6.907 23.879 2.583 0.08 -0.20 -0.03
C 7.126 15.001 0.672 1.13 0.17 0.78
C 5.644 14.916 0.981 0.26 -0.45 -1.07
N 5.395 14.620 2.387 0.99 -0.78 0.34
C 5.370 15.525 3.427 -1.45 0.45 -0.70
C 4.860 14.849 4.489 0.78 -0.57 0.71
N 4.894 13.506 4.176 -0.21 -0.08 -0.99
C 5.229 13.387 2.885 -0.73 0.64 0.23
C 4.581 12.393 5.086 -0.19 0.14 -0.12
H 7.369 15.554 -0.232 -0.27 0.02 -0.05
H 7.672 14.055 0.626 -0.61 -0.30 -0.26
H 7.646 15.486 1.511 -0.22 0.43 -0.18
H 5.168 14.139 0.379 0.05 -0.18 0.23
H 5.115 15.812 0.667 0.09 0.26 0.53
H 5.541 16.570 3.201 -0.20 -0.10 0.28
H 4.450 15.114 5.451 0.37 0.38 0.03
H 5.260 12.481 2.300 -0.05 -0.08 0.11
H 5.475 12.128 5.643 -0.07 -0.11 0.05
H 4.216 11.555 4.499 0.08 -0.07 0.06
H 3.788 12.713 5.758 0.04 -0.04 0.05
C 4.260 20.604 -1.867 0.60 -0.94 0.28
C 3.157 19.871 -1.116 -1.25 0.98 -0.27
N 2.798 20.507 0.181 1.77 -0.10 -0.01
C 2.516 21.842 0.359 -0.43 -0.13 0.00
C 2.282 22.012 1.684 -0.19 -0.39 0.16
N 2.408 20.767 2.285 1.04 0.85 0.19
C 2.907 19.928 1.375 -1.73 -0.27 -0.31
C 2.238 20.580 3.744 0.44 -0.90 -0.97
H 4.514 19.990 -2.733 -0.04 0.05 -0.03
H 5.129 20.600 -1.207 0.13 0.25 -0.14
H 4.063 21.604 -2.247 -0.43 0.03 0.27
H 3.375 18.822 -0.942 0.22 0.05 0.15
H 2.215 19.910 -1.669 0.13 -0.21 -0.22
H 2.439 22.505 -0.484 -0.07 0.11 0.09
H 2.071 22.868 2.301 -0.34 0.10 -0.26
H 3.202 18.901 1.505 -0.12 -0.01 0.22
H 1.946 19.544 3.899 -0.04 0.04 0.13
H 1.428 21.215 4.081 0.18 0.20 0.14
H 3.221 20.744 4.179 -0.24 0.26 0.45
C 6.386 20.412 6.143 0.08 0.15 0.89
C 5.686 20.845 7.448 -0.11 0.32 0.09
N 6.022 22.188 7.965 0.78 0.29 0.22
C 5.199 23.283 8.052 -0.10 0.48 -0.68
C 5.906 24.295 8.625 -0.11 -0.66 0.46
N 7.124 23.760 8.983 0.30 0.53 -0.38
C 7.191 22.515 8.543 -0.37 -0.38 -0.48
C 8.218 24.559 9.574 0.11 -0.14 -0.29
H 7.434 20.140 6.296 -0.01 0.09 0.18
H 6.365 21.178 5.373 -0.27 -0.02 -0.06
H 5.886 19.506 5.805 -0.05 0.11 -0.23
H 5.886 20.175 8.282 -0.05 -0.27 -0.20
H 4.605 20.888 7.323 0.01 -0.21 -0.11
H 4.225 23.305 7.593 -0.10 -0.11 0.26
H 5.651 25.312 8.867 -0.13 -0.04 0.03
H 8.053 21.873 8.491 0.07 0.05 0.53
H 8.738 23.991 10.339 -0.17 0.02 0.14
H 7.782 25.468 9.973 0.06 -0.05 0.20
H 8.923 24.821 8.786 -0.03 0.05 0.02
C 10.028 22.793 -7.579 -0.78 -0.63 -0.11
C 10.100 21.573 -6.650 0.95 0.41 -0.36
N 9.153 21.654 -5.527 -0.58 0.11 -0.17
C 7.851 22.090 -5.630 -0.54 -0.23 0.72
C 7.309 21.973 -4.391 -0.15 0.27 0.35
N 8.271 21.478 -3.534 -0.14 0.39 -0.89
C 9.377 21.300 -4.274 0.22 -0.16 0.60
C 8.109 21.280 -2.097 0.28 -0.76 -0.03
H 10.989 22.933 -8.062 0.02 0.13 0.03
H 9.706 23.694 -7.059 0.31 0.08 0.08
H 9.293 22.588 -8.359 0.06 0.19 -0.08
H 11.107 21.530 -6.234 -0.14 -0.18 0.25
H 9.920 20.647 -7.193 -0.09 0.00 0.05
H 7.326 22.417 -6.511 0.48 0.02 -0.28
H 6.351 22.275 -4.005 -0.09 -0.12 -0.21
H 10.313 20.941 -3.883 0.04 -0.01 -0.14
H 7.086 21.447 -1.775 -0.02 0.50 -0.32
H 8.812 21.908 -1.556 -0.10 0.01 0.09
H 8.259 20.226 -1.859 0.33 0.06 0.01
C 11.546 12.672 3.378 0.51 1.65 -0.20
C 10.229 13.294 2.899 -0.02 -1.07 0.05
N 9.450 13.845 4.015 0.05 0.72 0.02
C 8.636 13.102 4.824 -0.30 -0.12 -0.22
C 8.082 13.954 5.727 -0.05 -0.07 -0.36
N 8.528 15.215 5.402 0.28 -0.25 0.89
C 9.411 15.123 4.410 -0.22 -0.68 -0.50
C 8.160 16.415 6.137 0.87 1.05 -0.16
H 11.502 12.160 4.334 -0.32 -0.41 -0.21
H 12.220 13.523 3.549 0.12 -0.19 0.13
H 12.027 12.094 2.593 -0.24 -0.35 0.10
H 9.592 12.534 2.442 -0.03 0.03 0.02
H 10.357 14.075 2.151 0.12 0.11 0.10
H 8.458 12.070 4.569 0.13 -0.13 0.49
H 7.451 13.790 6.584 -0.11 -0.07 -0.09
H 9.998 15.900 3.950 -0.21 0.21 0.08
H 7.558 16.218 7.017 -0.22 -0.37 -0.23
H 7.697 17.127 5.454 -0.33 -0.14 0.09
H 9.068 16.903 6.502 0.01 -0.16 0.03
C 12.729 16.038 1.123 0.06 -0.08 -0.09
N 12.937 16.981 -0.016 0.62 0.81 0.08
C 13.899 18.037 0.433 1.04 -0.52 0.30
C 13.586 16.261 -1.196 -0.42 1.16 0.32
C 11.637 17.596 -0.484 -0.33 -0.77 -0.08
C 10.783 18.357 0.537 -0.34 -0.20 -0.12
O 9.988 17.485 1.307 0.19 -0.90 0.47
H 12.297 15.130 0.709 -0.09 -0.05 0.21
H 12.085 16.495 1.868 -0.15 0.02 -0.14
H 13.690 15.829 1.589 0.07 -0.16 -0.22
H 13.606 18.450 1.394 -0.35 0.30 -0.23
H 14.136 18.759 -0.345 -0.57 0.17 -0.01
H 14.852 17.540 0.630 -0.10 -0.09 0.00
H 12.931 15.442 -1.469 0.32 -0.23 -0.13
H 14.612 16.022 -0.932 -0.14 -0.56 0.11
H 13.639 17.019 -1.976 -0.06 -0.26 -0.25
H 11.095 16.734 -0.881 -0.34 0.20 0.10
H 11.850 18.231 -1.342 0.32 0.11 0.14
H 10.107 18.988 -0.046 0.30 0.25 0.00
H 11.416 18.970 1.190 -0.09 0.14 -0.12
H 9.117 17.848 1.549 0.48 0.36 -0.39
C 13.548 21.152 4.164 -0.49 -0.66 -0.52
N 12.552 22.263 4.016 -0.01 0.47 0.73
C 12.531 23.030 5.303 -0.24 0.86 -0.09
C 13.068 23.202 2.949 -0.15 0.24 0.52
C 11.155 21.840 3.624 0.24 -0.55 -0.82
C 10.440 20.855 4.513 0.34 -0.85 0.77
O 11.014 19.563 4.261 -0.02 -0.04 -0.26
H 13.559 20.555 3.251 0.32 0.53 -0.30
H 13.244 20.392 4.878 0.00 0.61 0.61
H 14.491 21.637 4.392 0.19 -0.34 0.01
H 12.194 22.436 6.145 0.14 -0.22 -0.10
H 11.869 23.889 5.173 -0.12 -0.14 0.00
H 13.515 23.457 5.481 0.11 -0.33 0.13
H 13.319 22.596 2.086 -0.14 0.29 -0.26
H 13.932 23.757 3.311 0.24 -0.46 0.06
H 12.315 23.974 2.806 -0.15 -0.25 -0.47
H 11.285 21.318 2.671 -0.04 0.06 -0.01
H 10.560 22.720 3.388 0.14 0.20 0.41
H 9.374 20.811 4.281 0.04 0.24 -0.33
H 10.507 21.048 5.587 0.11 0.41 -0.08
H 11.189 19.087 5.078 -0.11 0.13 0.10
P 6.680 19.590 2.047 0.91 -1.42 0.45
F 5.675 19.986 3.249 -0.03 0.22 -0.50
F 7.689 20.806 2.423 -0.39 0.01 -0.35
F 7.517 18.646 3.094 -0.24 -0.14 0.29
F 7.722 19.019 0.907 -0.13 0.99 -0.28
F 5.736 18.322 1.651 -0.34 0.14 0.33
F 5.900 20.500 0.993 0.14 0.25 0.00
```
Positions in Å, forces in eV/Å.